{
  "formula": "C23H26N4O5S",
  "method": "the ωB97M-V functional and the def2-TZVPD basis",
  "symbols": ["C", "C", "O", "C", "O", "C", "C", "C", "C", "C", "N", "C", "O", "C", "N", "C", "C", "C", "C", "C", "C", "C", "S", "O", "O", "C", "C", "C", "N", "N", "C", "C", "C", "H", "H", "H", "H", "H", "H", "H", "H", "H", "H", "H", "H", "H", "H", "H", "H", "H", "H", "H", "H", "H", "H", "H", "H", "H", "H"],
  "xyz": [[8.73, -0.25, -0.61], [8.04, 0.66, 0.39], [6.79, 0.12, 0.81], [5.74, 0.34, -0.01], [5.81, 0.97, -1.03], [4.49, -0.28, 0.51], [4.46, -0.94, 1.74], [3.27, -1.50, 2.18], [2.13, -1.42, 1.40], [2.16, -0.77, 0.17], [0.97, -0.73, -0.55], [0.72, -0.18, -1.77], [1.53, 0.39, -2.46], [-0.74, -0.36, -2.21], [-1.68, -0.18, -1.14], [-1.83, 1.07, -0.50], [-1.95, 2.24, -1.25], [-2.16, 3.45, -0.62], [-2.27, 3.53, 0.77], [-2.52, 4.85, 1.43], [-2.14, 2.36, 1.50], [-1.92, 1.14, 0.88], [-2.25, -1.56, -0.38], [-2.35, -2.56, -1.40], [-1.41, -1.89, 0.76], [-3.84, -1.06, 0.16], [-4.85, -0.56, -0.69], [-4.76, -0.34, -2.15], [-5.93, -0.30, 0.02], [-5.64, -0.62, 1.28], [-4.39, -1.09, 1.43], [-3.82, -1.52, 2.73], [3.34, -0.19, -0.27], [8.85, -1.25, -0.20], [8.14, -0.32, -1.52], [9.71, 0.16, -0.86], [8.63, 0.76, 1.31], [7.87, 1.65, -0.05], [5.36, -1.00, 2.33], [3.24, -2.01, 3.13], [1.20, -1.86, 1.74], [0.19, -1.20, -0.08], [-0.88, -1.38, -2.58], [-0.93, 0.34, -3.04], [-1.87, 2.21, -2.32], [-2.25, 4.34, -1.21], [-3.42, 5.31, 1.04], [-2.62, 4.74, 2.51], [-1.69, 5.53, 1.23], [-2.21, 2.40, 2.58], [-1.78, 0.26, 1.48], [-5.75, -0.26, -2.58], [-4.21, -1.17, -2.60], [-4.21, 0.58, -2.35], [-6.34, -0.51, 2.00], [-3.76, -0.68, 3.42], [-4.45, -2.29, 3.19], [-2.83, -1.93, 2.57], [3.39, 0.32, -1.22]],
  "smiles": "CCOC(=O)c1cccc(NC(=O)CN(c2ccc(C)cc2)S(=O)(=O)c2c(C)n[nH]c2C)c1",
  "energy_ev": -51306.9761,
  "homo_ev": -8.5,
  "de_lowest_kj_mol": 195.1,
  "largest_force_ev_per_a": 1.18
}